Molecular formula: C46H36FeGeN5OS3
Method: DFT, wB97M-V/def2-TZVPD

Geometry (Å):
1 Fe 0.53 -0.40 1.61
2 C 3.02 2.83 0.15
3 C 3.13 3.65 1.31
4 C 2.52 3.26 2.46
5 C 1.76 2.05 2.50
6 N 1.59 1.29 1.33
7 C 2.25 1.68 0.24
8 C 1.21 1.49 3.68
9 C 1.22 2.05 4.99
10 C 0.64 1.33 6.01
11 C 0.06 0.07 5.79
12 C 0.06 -0.45 4.48
13 N 0.64 0.27 3.48
14 C -0.50 -1.69 4.05
15 C -1.09 -2.63 4.93
16 C -1.55 -3.83 4.47
17 C -1.41 -4.12 3.08
18 C -0.84 -3.16 2.27
19 N -0.42 -1.96 2.67
20 H 3.50 3.08 -0.78
21 H 3.71 4.56 1.27
22 H 2.62 3.84 3.37
23 H 2.15 1.03 -0.61
24 H 1.66 3.03 5.17
25 H 0.63 1.75 7.01
26 H -0.38 -0.48 6.61
27 H -1.14 -2.39 5.99
28 H -2.00 -4.55 5.15
29 H -1.74 -5.06 2.66
30 H -0.72 -3.36 1.21
31 S 0.81 -2.18 -0.51
32 C 2.59 -2.02 -0.68
33 C 3.18 -2.27 -1.91
34 C 4.56 -2.21 -2.11
35 C 5.13 -2.47 -3.41
36 N 5.57 -2.67 -4.45
37 C 5.36 -1.87 -1.02
38 C 4.80 -1.60 0.21
39 C 3.40 -1.69 0.45
40 S 2.76 -1.50 2.03
41 C 6.80 -1.81 -1.16
42 N 7.94 -1.76 -1.27
43 H 2.54 -2.52 -2.76
44 H 5.44 -1.33 1.04
45 O -1.44 0.73 1.91
46 S -2.90 0.78 1.56
47 C -3.43 -0.88 1.02
48 C -3.97 -1.60 2.25
49 C -4.76 -0.54 3.02
50 C -3.79 0.63 3.15
51 H -2.55 -1.32 0.57
52 H -4.20 -0.71 0.25
53 H -3.14 -1.94 2.86
54 H -4.57 -2.47 1.98
55 H -5.10 -0.89 3.99
56 H -5.64 -0.23 2.44
57 H -3.00 0.44 3.89
58 H -4.26 1.59 3.36
59 C 0.16 -0.60 -0.27
60 Ge -0.46 0.27 -1.84
61 C 0.84 1.53 -2.74
62 C 2.03 0.96 -3.21
63 C 3.01 1.72 -3.83
64 C 2.83 3.08 -4.01
65 C 1.64 3.67 -3.58
66 C 0.65 2.90 -2.96
67 C -0.81 -0.92 -3.40
68 C -0.90 -0.30 -4.65
69 C -1.13 -1.03 -5.82
70 C -1.29 -2.41 -5.75
71 C -1.23 -3.04 -4.52
72 C -0.99 -2.31 -3.36
73 C -2.14 1.33 -1.81
74 C -3.29 0.86 -2.46
75 C -4.46 1.61 -2.49
76 C -4.52 2.85 -1.88
77 C -3.40 3.33 -1.20
78 C -2.23 2.57 -1.16
79 H 2.19 -0.11 -3.07
80 H 3.92 1.24 -4.17
81 H 3.60 3.69 -4.47
82 H 1.48 4.73 -3.73
83 H -0.27 3.38 -2.68
84 H -0.77 0.78 -4.72
85 H -1.17 -0.52 -6.78
86 H -1.46 -2.98 -6.66
87 H -1.35 -4.12 -4.46
88 H -0.93 -2.82 -2.41
89 H -3.25 -0.10 -2.96
90 H -5.34 1.23 -3.00
91 H -5.42 3.45 -1.92
92 H -3.43 4.29 -0.70
93 H -1.38 2.93 -0.59

Its spin multiplicity is 6. The charge is -2. The LUMO energy (alpha / beta) is 3.80 / 3.79 eV. The value obtained for the HOMO-LUMO gap (alpha / beta) is 3.62 / 5.62 eV.

Molecular formula: C46H36IrN7O5P
Method: DFT, wB97M-V/def2-TZVPD

Geometry (Å):
1 Ir 0.33 0.21 -0.78
2 O -1.32 3.35 1.34
3 C -1.64 2.23 1.63
4 O -1.32 1.15 0.94
5 C -2.43 1.85 2.83
6 C -3.12 2.73 3.65
7 C -3.78 2.23 4.76
8 C -3.73 0.87 5.05
9 C -3.03 -0.01 4.24
10 C -2.38 0.48 3.12
11 P -1.54 -0.50 1.85
12 C -0.88 -1.84 3.00
13 C -1.34 -3.14 3.18
14 C -0.73 -3.95 4.13
15 C 0.36 -3.49 4.86
16 C 0.83 -2.20 4.65
17 C 0.20 -1.38 3.74
18 C -2.92 -1.11 0.84
19 C -3.95 -0.22 0.53
20 C -5.01 -0.63 -0.25
21 C -5.06 -1.93 -0.73
22 C -4.04 -2.82 -0.42
23 C -2.97 -2.41 0.35
24 H -3.14 3.78 3.40
25 H -4.34 2.89 5.40
26 H -4.24 0.50 5.93
27 H -3.00 -1.06 4.48
28 H -2.20 -3.51 2.65
29 H -1.12 -4.94 4.30
30 H 0.82 -4.14 5.59
31 H 1.67 -1.84 5.22
32 H 0.55 -0.37 3.59
33 H -3.92 0.80 0.89
34 H -5.80 0.06 -0.49
35 H -5.89 -2.26 -1.34
36 H -4.08 -3.83 -0.80
37 H -2.15 -3.09 0.54
38 C 5.61 0.09 5.69
39 O 4.93 0.07 4.46
40 C 5.43 -0.75 3.47
41 C 6.52 -1.59 3.62
42 C 6.94 -2.38 2.56
43 C 6.31 -2.30 1.33
44 C 5.23 -1.45 1.17
45 C 4.76 -0.69 2.24
46 N 3.66 0.16 2.09
47 C 2.48 -0.18 1.48
48 N 2.32 -1.52 1.31
49 C 1.53 -2.33 0.51
50 C 0.51 -1.91 -0.34
51 C -0.15 -2.88 -1.10
52 C 0.18 -4.22 -1.01
53 C 1.19 -4.63 -0.15
54 C 1.86 -3.70 0.61
55 O 2.93 -4.04 1.43
56 C 2.68 -4.96 2.46
57 N 1.59 0.69 1.10
58 C 1.69 2.06 1.39
59 C 1.60 2.98 0.36
60 C 1.66 4.34 0.60
61 C 1.80 4.79 1.90
62 C 1.87 3.89 2.95
63 C 1.80 2.53 2.72
64 O 1.86 1.57 3.70
65 C 2.04 1.99 5.03
66 H 5.08 0.81 6.31
67 H 6.65 0.42 5.58
68 H 5.59 -0.89 6.18
69 H 7.04 -1.66 4.56
70 H 7.77 -3.05 2.70
71 H 6.65 -2.89 0.50
72 H 4.75 -1.36 0.21
73 H 3.64 0.94 2.73
74 H 3.05 -2.07 1.75
75 H -0.93 -2.58 -1.78
76 H -0.33 -4.95 -1.61
77 H 1.48 -5.67 -0.09
78 H 2.18 -5.86 2.10
79 H 2.05 -4.50 3.24
80 H 3.64 -5.22 2.88
81 H 1.48 2.61 -0.65
82 H 1.58 5.03 -0.22
83 H 1.86 5.85 2.10
84 H 1.96 4.27 3.96
85 H 2.05 1.08 5.63
86 H 1.22 2.63 5.37
87 H 2.99 2.51 5.16
88 N 2.19 0.24 -1.84
89 C 2.89 0.22 -2.78
90 C 3.77 0.20 -3.82
91 C 3.35 -0.15 -5.10
92 N 2.99 -0.44 -6.15
93 C 5.11 0.55 -3.60
94 N 6.21 0.83 -3.43
95 N -1.94 1.42 -2.70
96 C -1.08 1.07 -2.01

Its spin multiplicity is 2. The LUMO energy (alpha / beta) is -1.39 / -1.99 eV. The value obtained for the HOMO-LUMO gap (alpha / beta) is 6.31 / 5.71 eV.

Molecular formula: C46H37LiN5O4S2
Method: DFT, wB97M-V/def2-TZVPD

Geometry (Å):
1 Li -1.05 -2.03 -0.78
2 C -2.49 0.85 2.51
3 C -1.84 -0.26 1.85
4 N -1.98 -0.79 0.61
5 C -2.65 0.19 -0.25
6 C -2.61 1.74 0.21
7 C -2.75 1.93 1.59
8 C -3.06 2.78 -0.79
9 C -3.29 2.25 -2.00
10 C -2.77 1.08 -2.49
11 C -2.73 0.82 -3.92
12 C -2.65 -0.58 -4.52
13 C -2.40 -1.63 -3.49
14 N -2.35 -1.40 -2.20
15 C -2.72 0.00 -1.65
16 H -2.20 0.70 3.62
17 H -1.57 -0.93 2.62
18 H -3.36 2.98 2.09
19 H -3.76 3.71 -0.21
20 H -2.75 3.01 -2.99
21 H -3.08 1.50 -4.69
22 H -3.00 -0.28 -5.44
23 H -1.86 -2.47 -3.59
24 O -2.16 -3.75 -0.01
25 N -3.51 -3.60 -0.16
26 C -4.14 -2.99 0.86
27 C -5.45 -2.56 0.93
28 C -6.19 -2.96 -0.18
29 C -5.58 -3.74 -1.25
30 C -4.14 -4.15 -1.19
31 S -3.43 -4.89 -2.46
32 H -3.40 -2.61 1.59
33 H -5.86 -1.97 1.66
34 H -7.06 -2.30 -0.54
35 H -6.26 -3.78 -2.25
36 O 1.01 -0.12 2.30
37 S 1.86 -0.80 1.22
38 C 1.74 -2.61 1.53
39 C 1.07 -3.18 2.73
40 C -0.17 -3.63 2.49
41 C -0.84 -4.27 3.48
42 C -0.25 -4.32 4.74
43 C 0.88 -3.72 5.05
44 C 1.65 -3.24 4.14
45 C 3.51 -0.08 1.85
46 C 3.33 0.87 2.95
47 C 3.97 0.62 4.29
48 C 3.64 1.53 5.22
49 C 2.59 2.23 5.26
50 C 2.11 2.74 4.00
51 C 2.39 2.01 2.78
52 H 2.94 -2.87 1.45
53 H 1.37 -2.84 0.53
54 H -0.70 -3.75 1.36
55 H -1.65 -4.74 3.37
56 H -0.55 -4.89 5.50
57 H 1.31 -3.62 6.10
58 H 2.90 -2.82 4.17
59 H 3.89 0.49 1.12
60 H 4.59 -0.44 2.15
61 H 4.39 -0.37 4.19
62 H 4.03 1.13 6.28
63 H 2.26 3.19 6.17
64 H 1.17 3.22 3.96
65 H 2.28 2.35 1.59
66 O 1.48 -2.41 -2.75
67 C 1.26 -1.28 -2.35
68 N 1.99 -0.16 -2.85
69 C 1.62 1.09 -2.37
70 C 0.58 0.63 -1.39
71 O 0.00 1.42 -0.69
72 N 0.32 -0.79 -1.53
73 C 1.16 2.10 -3.43
74 C 1.34 1.79 -4.80
75 C 0.83 2.90 -5.81
76 C 0.14 3.98 -5.32
77 C -0.17 4.03 -3.88
78 C 0.34 3.03 -3.02
79 C 2.75 1.82 -1.60
80 C 2.58 2.82 -0.49
81 C 3.62 3.28 0.26
82 C 5.01 2.68 0.10
83 C 5.09 1.92 -0.97
84 C 3.95 1.40 -1.71
85 H 2.55 -0.20 -3.78
86 H 1.88 1.02 -5.42
87 H 1.09 2.44 -6.88
88 H -0.42 4.49 -6.11
89 H -0.77 5.03 -3.59
90 H -0.17 3.10 -1.99
91 H 1.38 3.04 -0.34
92 H 3.55 3.89 1.20
93 H 5.84 2.86 0.47
94 H 6.28 1.66 -1.68
95 H 4.29 0.49 -2.35

Its spin multiplicity is 2. The charge is -2. The LUMO energy (alpha / beta) is 3.98 / 3.98 eV. The value obtained for the HOMO-LUMO gap (alpha / beta) is 3.73 / 5.80 eV.

What strongest force on any atom values result from the calculations? In sequence: 1.3, 3.5, 11.7 eV/Å.
What energy above the lowest of the compared OMol25 structures with the same formula, charge and spin values result from the calculations? In sequence: 0.0, 70.0, 569.8 kcal per mole.